{"formula": "C4H12", "method": "ωB97M-V/def2-TZVPD", "energy_ha": -159.5480, "de_lowest_ev": 1.0047, "smiles": "CC.CC", "orbital_gap_ev": 12.29, "spin_multiplicity": 1, "e_homo_ha": -0.4114, "elements": ["C", "C", "C", "C", "H", "H", "H", "H", "H", "H", "H", "H", "H", "H", "H", "H"], "xyz": [[-0.91650, -0.45285, -2.05797], [-0.44096, 0.26632, 2.34216], [0.45665, 0.10554, -2.24150], [1.02628, 0.07867, 2.04028], [1.08391, -0.46662, -2.92961], [-0.91865, 1.17652, 2.00041], [0.26452, 1.14604, -2.62127], [1.05618, 0.17501, -1.33472], [-1.48113, -0.40021, -2.97854], [-1.51525, -0.01515, -1.24963], [-1.08481, -0.37864, 1.70563], [-1.04527, -1.46941, -1.67440], [-0.77961, -0.25060, 3.27117], [1.16923, 0.81622, 1.25337], [1.50845, -0.84759, 1.63191], [1.61695, 0.51676, 2.84268]], "forces_ev_per_a": [[-1.4, -1.2, 1.1], [-2.0, -3.5, -0.5], [0.2, 1.2, -0.1], [0.8, 1.5, -0.9], [-0.3, 0.2, -0.3], [0.5, 0.8, 1.1], [0.8, -0.9, 0.2], [-0.2, 0.1, 0.2], [-0.2, 0.1, -0.2], [0.2, 1.0, -0.4], [0.7, -0.2, -0.4], [0.9, -0.5, -0.6], [0.3, 1.5, 0.1], [0.5, 0.0, -0.4], [-1.1, 0.4, 0.8], [0.2, -0.5, 0.2]], "lowdin_charge": [-0.199, -0.193, -0.172, -0.183, 0.064, 0.063, 0.083, 0.046, 0.059, 0.060, 0.054, 0.061, 0.074, 0.044, 0.084, 0.056]}

{"formula": "C5H13N2O", "method": "ωB97M-V/def2-TZVPD", "energy_ha": -382.5968, "de_lowest_ev": 2.1180, "total_charge": 1, "orbital_gap_ev": [5.96, 8.94], "spin_multiplicity": 3, "e_homo_ha": [-0.3439, -0.5174], "elements": ["O", "N", "N", "C", "C", "C", "C", "C", "H", "H", "H", "H", "H", "H", "H", "H", "H", "H", "H", "H", "H"], "xyz": [[-2.45547, 0.66571, 0.80529], [0.28109, -1.37196, -1.20495], [-0.26385, -0.07649, 0.85521], [-1.31362, 1.18812, -1.17875], [-1.24424, 0.61061, 0.27254], [2.14061, -0.06046, 0.23716], [-0.37929, -0.22050, 2.34060], [0.76579, -0.72413, 0.15066], [2.37463, -0.06720, 1.21283], [-0.71445, -1.37277, -1.19283], [-3.24560, 0.56611, 0.29090], [-0.47132, 1.84518, -1.29820], [2.35924, 1.00364, -0.23436], [-1.19062, 0.30192, 2.54338], [0.70789, -2.29317, -1.29795], [-0.66067, -1.21713, 2.55568], [2.84825, -0.80795, -0.05381], [0.59581, 0.06109, 2.73158], [0.43259, -0.84024, -2.08043], [-1.36048, 0.35585, -2.02753], [-2.20374, 1.60033, -1.19182]], "forces_ev_per_a": [[-0.7, -0.6, 3.3], [1.4, 1.2, 0.5], [1.8, -2.7, 0.8], [4.7, -4.8, 0.9], [-2.3, 2.9, -5.3], [-0.9, -0.2, -3.9], [3.8, -2.0, -2.6], [-0.3, 2.3, -0.2], [0.5, 0.8, 3.9], [-1.2, -0.7, 0.5], [-0.3, -0.2, -0.9], [0.1, 0.5, -0.7], [-0.9, -2.2, 0.7], [-3.1, 3.0, 1.7], [-0.3, -0.1, -0.1], [0.2, -1.3, 0.4], [0.9, -0.1, -1.1], [-0.4, 0.1, 0.7], [0.7, 0.0, 0.6], [0.3, 1.6, 1.2], [-4.0, 2.7, -0.5]], "lowdin_spin": [0.158, 0.067, 0.287, 0.057, 0.529, 0.084, 0.034, 0.643, 0.006, 0.003, 0.019, 0.011, 0.033, 0.002, 0.012, 0.003, 0.001, 0.006, 0.013, 0.031, 0.000]}

{"formula": "CHN2O2P", "method": "ωB97M-V/def2-TZVPD", "energy_ha": -639.8661, "de_lowest_ev": 1.4529, "orbital_gap_ev": 9.48, "spin_multiplicity": 1, "e_homo_ha": -0.4056, "elements": ["P", "O", "O", "N", "N", "C", "H"], "xyz": [[-0.28987, 1.06868, -0.15956], [-0.01546, -0.37607, 2.01686], [1.68183, -0.40016, 0.67751], [0.14869, -0.61763, -2.48440], [0.56351, -0.08200, 1.00632], [-0.06493, -0.00382, -1.54073], [-2.02376, 0.41100, 0.48400]], "forces_ev_per_a": [[-3.2, -0.9, 1.4], [0.0, -0.1, 0.5], [0.2, -0.1, 0.1], [0.1, -0.3, -0.5], [0.0, 0.1, -0.2], [-0.2, 0.1, 0.2], [3.2, 1.2, -1.5]], "lowdin_charge": [0.974, -0.011, 0.009, 0.115, -0.657, -0.545, 0.115]}

{"formula": "C16H19ClN2O5S", "method": "ωB97M-V/def2-TZVPD", "energy_ha": -1965.2174, "de_lowest_ev": 0.0000, "smiles": "O=C1COc2cc(S(=O)(=O)CCC(=O)N3CCCCC3)c(Cl)cc2N1", "orbital_gap_ev": 9.27, "spin_multiplicity": 1, "e_homo_ha": -0.3269, "elements": ["Cl", "S", "O", "O", "O", "O", "O", "N", "N", "C", "C", "C", "C", "C", "C", "C", "C", "C", "C", "C", "C", "C", "C", "C", "C", "H", "H", "H", "H", "H", "H", "H", "H", "H", "H", "H", "H", "H", "H", "H", "H", "H", "H", "H"], "xyz": [[0.15498, 2.15857, -1.07979], [-0.30732, -0.42530, 0.71736], [0.35655, -0.78403, -0.50537], [-0.28144, -1.41298, 1.76356], [-1.97390, 0.26377, -2.31389], [1.75698, 2.22641, 4.56423], [3.12600, 5.51967, 4.77008], [-1.71217, -1.93590, -2.67721], [2.25271, 4.45054, 2.98891], [0.42756, 1.08502, 1.37742], [0.62896, -3.51612, -3.20604], [-0.94096, -1.68833, -3.88314], [1.22496, 3.33029, 1.10586], [-2.03654, -0.88341, -1.90443], [-0.24711, -3.75598, -1.97867], [0.52094, -2.05266, -3.62699], [-1.68248, -3.32948, -2.29375], [1.60304, 3.35031, 2.44014], [-2.57357, -1.14329, -0.49142], [1.89914, 3.49079, 5.18258], [0.62918, 2.19456, 0.57053], [2.51288, 4.58496, 4.31729], [0.79121, 1.10268, 2.71158], [-2.06056, -0.02908, 0.40195], [1.37294, 2.23450, 3.26115], [2.52479, 3.33625, 6.06415], [-2.22916, -2.08969, -0.07976], [-2.53636, -0.00390, 1.37707], [-1.35572, -2.29434, -4.69573], [1.40310, 4.18836, 0.47808], [2.56824, 5.18696, 2.37038], [0.91477, 3.85832, 5.51631], [1.11109, -1.86368, -4.52476], [0.89311, -1.42131, -2.81824], [-2.05546, -3.90743, -3.14881], [0.12634, -3.15380, -1.14868], [-3.66602, -1.13712, -0.52905], [-2.34775, -3.51939, -1.45320], [-1.04156, -0.63198, -4.13350], [0.29936, -4.16190, -4.02537], [1.66653, -3.76355, -2.97789], [-2.12326, 0.93137, -0.10273], [0.63471, 0.21899, 3.30825], [-0.22876, -4.80766, -1.68844]], "forces_ev_per_a": [[0.0, 0.4, -0.2], [0.0, 0.3, 0.5], [-0.1, 0.2, -0.2], [-0.1, 0.0, 0.4], [0.0, 0.3, 0.1], [0.2, -0.2, -0.2], [0.0, 0.1, 0.2], [0.0, -0.1, -0.3], [0.1, 0.2, -0.5], [-0.4, -0.4, -0.4], [0.1, 0.2, 0.2], [0.2, 0.4, -0.2], [-0.1, -0.3, 0.0], [-0.5, -0.1, 0.0], [-0.1, -0.1, -0.2], [-0.1, -0.2, -0.1], [0.1, -0.3, 0.4], [-0.1, -0.4, 0.2], [0.3, 0.0, -0.2], [-0.1, 0.3, 0.4], [0.2, 0.2, 0.1], [0.0, -0.2, 0.1], [0.1, 0.2, 0.3], [0.7, 0.0, 0.0], [-0.3, 0.0, -0.6], [-0.1, 0.1, -0.2], [-0.2, -0.1, -0.1], [0.0, 0.0, 0.1], [0.0, 0.0, 0.0], [0.0, 0.1, -0.1], [0.0, 0.0, 0.2], [0.2, 0.0, -0.1], [0.0, 0.0, 0.0], [0.1, 0.1, -0.1], [0.0, 0.0, 0.1], [0.0, -0.1, 0.1], [0.1, 0.0, 0.1], [0.0, 0.0, -0.1], [0.0, -0.2, 0.0], [0.0, -0.1, 0.0], [0.0, -0.1, -0.1], [0.0, 0.0, 0.0], [0.0, -0.1, 0.2], [0.0, 0.0, 0.0]], "lowdin_charge": [0.801, 0.687, -0.318, -0.307, 0.011, 0.004, 0.097, -0.049, 0.164, -0.283, -0.197, -0.136, -0.021, -0.478, -0.168, -0.166, -0.149, -0.151, -0.116, -0.061, -0.627, -0.441, 0.039, -0.208, -0.194, 0.143, 0.099, 0.109, 0.127, 0.118, 0.168, 0.148, 0.112, 0.103, 0.128, 0.100, 0.137, 0.113, 0.120, 0.111, 0.110, 0.080, 0.128, 0.112]}

{"formula": "C7H9N3", "method": "ωB97M-V/def2-TZVPD", "energy_ha": -436.2302, "de_lowest_ev": 5.0626, "orbital_gap_ev": 9.51, "spin_multiplicity": 1, "e_homo_ha": -0.3346, "elements": ["N", "N", "N", "C", "C", "C", "C", "C", "C", "C", "H", "H", "H", "H", "H", "H", "H", "H", "H"], "xyz": [[-1.20633, -0.65193, 0.17617], [2.69737, -1.09308, -0.41181], [-2.53375, -0.64590, 0.06690], [-0.56562, -1.86001, 0.62090], [-0.64343, 0.49744, -0.14607], [1.95330, -0.15417, -0.86266], [1.70075, 1.68083, 0.96010], [-2.87475, 0.59272, -0.30405], [1.33383, 0.81425, 0.04198], [-1.68624, 1.35372, -0.46953], [-0.15792, -2.49837, -0.27641], [0.94224, 2.16001, 1.73093], [2.85257, -1.66411, -1.23733], [2.77788, 2.06507, 1.07509], [-3.80071, 1.01663, -0.48231], [0.45916, -1.65723, 1.03319], [1.70992, -0.05415, -2.00160], [-1.14668, -2.32501, 1.26419], [-1.81159, 2.42329, -0.77765]], "forces_ev_per_a": [[0.0, -1.2, 0.3], [-1.0, 0.5, -0.7], [-1.4, 0.1, 0.1], [5.5, 1.2, -4.4], [3.7, 2.5, 0.1], [0.3, 0.3, -1.4], [0.1, 1.8, 1.8], [4.0, -0.7, 0.2], [-4.7, -0.8, -0.2], [-0.9, 1.5, -0.4], [-1.6, 0.8, 1.4], [1.6, -1.0, -2.0], [0.7, -0.5, 0.1], [-1.6, -1.0, -0.2], [-2.0, -0.1, -0.1], [-1.2, 0.4, 0.3], [0.2, -0.1, 2.1], [-2.7, -2.5, 2.8], [1.0, -1.2, 0.4]], "lowdin_charge": [-0.220, 0.103, 0.064, -0.016, -0.089, -0.285, 0.011, -0.148, -0.149, -0.078, 0.125, 0.110, 0.044, 0.092, 0.073, 0.087, 0.145, 0.026, 0.104]}

{"formula": "C28H27N4PtS", "method": "ωB97M-V/def2-TZVPD", "energy_ha": -1819.7411, "de_lowest_ev": 0.1770, "total_charge": -1, "orbital_gap_ev": 4.88, "spin_multiplicity": 1, "e_homo_ha": -0.0910, "elements": ["Pt", "S", "N", "N", "N", "N", "C", "C", "C", "C", "C", "C", "C", "C", "C", "C", "C", "C", "C", "C", "C", "C", "C", "C", "C", "C", "C", "C", "C", "C", "C", "C", "C", "C", "H", "H", "H", "H", "H", "H", "H", "H", "H", "H", "H", "H", "H", "H", "H", "H", "H", "H", "H", "H", "H", "H", "H", "H", "H", "H", "H"], "xyz": [[1.74881, 0.45233, 0.68440], [1.91657, 3.51765, -2.67404], [-1.00974, -5.81745, -0.74151], [1.67039, -0.46146, 2.28706], [0.08060, -1.77317, -0.59064], [1.31848, 1.88830, -0.77149], [4.52914, -0.33146, -0.25457], [1.86435, -2.87066, 1.96245], [-0.76655, 4.40831, -2.33685], [-1.95552, 4.23185, -1.65871], [0.53947, -4.02611, -1.26042], [-0.65639, -4.47155, -0.70376], [0.44491, -4.36232, 3.23902], [1.34218, -1.71376, 2.61132], [-4.56795, 2.87201, -0.98790], [-0.02327, -3.25163, 3.94383], [1.41410, -4.14099, 2.26068], [-3.47279, 1.94517, 1.03534], [4.65093, 1.63492, -2.22806], [2.29174, 2.22891, -1.57118], [0.30939, 3.58760, -2.00852], [5.65536, -0.18247, -1.04171], [3.39676, 0.49366, -0.41765], [-1.45941, -3.53205, -0.06335], [3.51500, 1.46875, -1.43555], [0.42059, -1.97464, 3.66890], [-2.11465, 3.25599, -0.65467], [0.85655, -2.68190, -1.16825], [-1.04640, -2.21136, -0.04119], [5.73401, 0.80263, -2.03384], [-3.46329, 3.11374, 0.04973], [-1.03201, 2.46086, -0.32762], [0.17264, 2.63261, -1.00416], [-3.76774, 4.40420, 0.82318], [-4.64382, 3.69378, -1.70110], [-4.45745, 1.87415, 1.50259], [-3.00517, 4.58482, 1.58273], [2.61325, -2.72017, 1.19310], [6.62863, 0.91081, -2.63362], [-0.58917, -6.35302, -1.48232], [1.82327, -4.98354, 1.70979], [-0.75502, -3.39070, 4.73504], [-4.73783, 4.32690, 1.32086], [-1.06440, 1.69664, 0.43733], [4.50659, -1.09550, 0.51297], [-1.65179, -1.46507, 0.46488], [0.07869, -5.35892, 3.45120], [-1.99044, -6.00976, -0.62501], [-3.26760, 0.99700, 0.53513], [-3.79370, 5.27095, 0.16046], [1.22186, -4.71924, -1.73873], [-0.67677, 5.16701, -3.10387], [-2.79166, 4.87194, -1.91292], [-2.73508, 2.07337, 1.82850], [-2.38033, -3.82789, 0.42465], [4.68308, 2.40842, -2.98939], [-4.37391, 1.95648, -1.54972], [0.06151, -1.12523, 4.23859], [1.79192, -2.30863, -1.57637], [-5.53455, 2.77004, -0.48827], [6.50368, -0.84112, -0.88677]], "forces_ev_per_a": [[0.5, 0.3, 0.2], [0.0, 0.0, 0.0], [0.0, 0.0, 0.0], [-0.3, 0.0, 0.3], [-0.2, 0.0, -0.2], [-0.3, 0.2, -0.1], [-0.2, 0.1, 0.1], [0.1, 0.0, 0.0], [0.1, 0.0, 0.0], [-0.1, 0.0, 0.0], [0.0, 0.0, 0.0], [0.0, 0.0, 0.0], [0.0, 0.0, 0.0], [0.0, -0.2, -0.2], [0.0, 0.0, 0.0], [0.0, 0.0, 0.0], [0.0, 0.0, 0.1], [0.0, 0.0, 0.0], [0.1, 0.0, 0.0], [0.2, -0.2, 0.1], [-0.1, 0.1, 0.0], [0.1, 0.0, -0.1], [0.3, -0.2, -0.2], [0.0, 0.0, 0.0], [-0.2, 0.1, -0.1], [0.0, 0.0, 0.0], [0.0, 0.0, 0.0], [0.0, 0.0, 0.0], [0.1, -0.1, 0.1], [-0.1, 0.0, 0.1], [0.0, 0.0, 0.0], [0.0, 0.0, 0.0], [0.2, -0.2, 0.0], [0.0, 0.0, 0.0], [0.0, 0.0, 0.0], [0.0, 0.0, 0.0], [0.0, 0.0, 0.0], [0.0, 0.0, -0.1], [0.0, 0.0, 0.0], [0.0, 0.0, 0.0], [0.0, 0.0, 0.0], [0.0, 0.0, 0.0], [0.0, 0.0, 0.0], [0.0, 0.0, 0.0], [0.0, 0.0, 0.0], [0.0, 0.0, 0.0], [0.0, 0.0, 0.0], [0.0, 0.0, 0.0], [0.0, 0.0, 0.0], [0.0, 0.0, 0.0], [0.0, 0.0, 0.0], [0.0, 0.0, 0.0], [0.0, 0.0, 0.0], [0.0, 0.0, 0.0], [0.0, 0.0, 0.0], [0.0, 0.0, 0.0], [0.0, 0.0, 0.0], [-0.1, 0.0, 0.0], [0.0, 0.0, 0.0], [0.0, 0.0, 0.0], [0.0, 0.0, 0.0]], "lowdin_charge": [1.010, 1.081, 0.094, -0.269, 0.033, -0.118, -0.118, -0.099, -0.085, -0.050, -0.040, -0.342, -0.168, -0.515, -0.054, -0.156, -0.151, -0.065, -0.075, -0.540, -0.468, -0.112, -0.291, -0.031, -0.270, -0.091, -0.170, -0.173, -0.154, -0.120, -0.562, 0.044, -0.279, -0.051, 0.071, 0.083, 0.091, 0.077, 0.087, 0.080, 0.088, 0.081, 0.081, 0.087, 0.080, 0.099, 0.068, 0.080, 0.084, 0.075, 0.102, 0.103, 0.101, 0.090, 0.103, 0.093, 0.091, 0.083, 0.103, 0.080, 0.091]}